(1)
# CCl2FO2S

A gas-phase ion, CCl2FO2S (charge -1) (wB97M-V/def2-TZVPD, the OMol25 dataset).

Calculated values
E_tot = -1607.02008 Ha
M = 166.0 g mol⁻¹
Kohn-Sham gap = 7.7 eV
charge = -1
ΔE to the lowest compared entry with this formula, charge and spin = 140.1 kJ/mol

Geometry (Å):
C: -1.75891 -0.23634 0.63272
O: 2.26971 0.24612 -1.39102
O: 2.57630 0.29203 0.96984
F: -1.21953 -1.44509 0.10163
S: 1.72475 -0.18581 -0.10026
Cl: -0.35648 1.10334 0.05536
Cl: -3.23584 0.22574 -0.26828

In elementary charge units, the Löwdin charges are:
1. C -0.914
2. O -0.521
3. O -0.508
4. F -0.274
5. S 0.600
6. Cl 0.273
7. Cl 0.344

=====

(2)
# C28H60B2O17

6 unconnected molecules or ions with the total composition C28H60B2O17 (wB97M-V/def2-TZVPD, the OMol25 dataset).

Calculated values
E_tot = -2431.80290 Ha
M = 690.4 g mol⁻¹
SMILES string = CCCCCCCCBB(O)O.CCOC(=O)OC.CCOC(=O)OC.CCOC(=O)OC.CCOC(=O)OC.CCOC(=O)OC
Kohn-Sham gap = 10.2 eV
charge = 0
ΔE to the lowest compared entry with this formula, charge and spin = 0.0 kJ/mol

Geometry (Å):
C: -2.31054 -0.66888 9.07504
C: -2.14085 0.23275 10.30936
C: -2.06272 1.71808 9.96197
C: -0.74776 2.10378 9.29121
C: -0.63887 3.59336 8.97867
C: -1.62073 4.05108 7.89641
C: -1.11758 5.24014 7.08070
C: -2.02063 5.62590 5.88397
B: -2.46369 4.36834 5.06064
B: -3.86647 3.44746 5.40406
O: -5.08303 4.07553 5.42209
O: -3.88923 2.08358 5.60247
H: -1.55373 -1.45143 9.02163
H: -2.23617 -0.09044 8.15180
H: -3.28287 -1.16125 9.06473
H: -2.97301 0.07433 10.99736
H: -1.23760 -0.04583 10.85883
H: -2.18448 2.32126 10.86721
H: -2.90196 1.97200 9.30465
H: -0.63435 1.54060 8.35790
H: 0.08072 1.79672 9.93701
H: -0.82643 4.16106 9.89605
H: 0.38268 3.82825 8.66707
H: -2.57971 4.32139 8.34871
H: -1.83020 3.20603 7.22784
H: -0.10583 5.02763 6.72529
H: -1.03237 6.10775 7.74076
H: -2.90229 6.15574 6.25896
H: -1.45604 6.32828 5.26530
H: -1.79037 4.01479 4.12998
H: -5.80805 3.45815 5.58126
H: -3.02873 1.66953 5.67667
C: -3.31560 9.51379 -0.29746
C: -3.99716 8.42001 -1.08748
O: -3.49071 7.11598 -0.73311
C: -3.97752 6.60629 0.39625
O: -4.79673 7.11698 1.11549
O: -3.36961 5.43943 0.62163
C: -3.76558 4.78583 1.83166
H: -2.23439 9.46139 -0.42687
H: -3.65767 10.48673 -0.65252
H: -3.55376 9.43103 0.76159
H: -3.78340 8.50313 -2.15085
H: -5.07588 8.43078 -0.93745
H: -4.84523 4.66151 1.87529
H: -3.43561 5.36280 2.69549
H: -3.26989 3.82020 1.81968
C: -0.00196 4.13067 0.84175
C: -0.62127 2.81973 1.26890
O: 0.23565 1.69929 0.96489
C: 1.22827 1.49486 1.82820
O: 1.42993 2.11376 2.84254
O: 1.95711 0.46819 1.39073
C: 3.08835 0.14272 2.20527
H: 0.25456 4.10217 -0.21751
H: -0.71850 4.93836 0.99519
H: 0.89500 4.34085 1.42258
H: -1.52967 2.61362 0.70550
H: -0.84841 2.81414 2.33442
H: 2.79322 -0.01179 3.24085
H: 3.82837 0.94046 2.15880
H: 3.49726 -0.77037 1.78212
C: 3.78747 -0.84953 -2.27441
C: 3.06448 -2.13652 -1.95617
O: 3.89826 -3.29039 -2.20460
C: 4.78962 -3.56118 -1.25350
O: 4.93067 -2.96247 -0.21697
O: 5.49552 -4.62576 -1.63426
C: 6.49748 -5.03984 -0.69752
H: 4.14313 -0.83943 -3.30543
H: 3.10565 -0.00965 -2.13592
H: 4.63935 -0.71128 -1.60996
H: 2.20123 -2.28425 -2.60245
H: 2.73184 -2.16337 -0.91962
H: 6.05735 -5.20552 0.28342
H: 7.27659 -4.28352 -0.61817
H: 6.90255 -5.96312 -1.09886
C: -1.82072 -5.24602 -7.14017
C: -0.93739 -6.29694 -6.50817
O: 0.45801 -5.95957 -6.64796
C: 0.92771 -5.06228 -5.78524
O: 0.32566 -4.56469 -4.86844
O: 2.19988 -4.81571 -6.10411
C: 2.85071 -3.86427 -5.25060
H: -1.54535 -5.10025 -8.18469
H: -2.86103 -5.57139 -7.09883
H: -1.73531 -4.29886 -6.60970
H: -1.02700 -7.25198 -7.02099
H: -1.16284 -6.43215 -5.45104
H: 2.77308 -4.16572 -4.21035
H: 2.40779 -2.87837 -5.38840
H: 3.89125 -3.85725 -5.56023
C: 1.52656 -7.37175 -13.37819
C: 1.49766 -8.50580 -12.37836
O: 2.55253 -8.38333 -11.40520
C: 2.32173 -7.51109 -10.42152
O: 1.32098 -6.85313 -10.28250
O: 3.40269 -7.45843 -9.64973
C: 3.31400 -6.52582 -8.55987
H: 2.50310 -7.31225 -13.85921
H: 0.77358 -7.54419 -14.14843
H: 1.31004 -6.42277 -12.89067
H: 1.69232 -9.46303 -12.85769
H: 0.54135 -8.55457 -11.85898
H: 2.41871 -6.70130 -7.97189
H: 3.29571 -5.50536 -8.93921
H: 4.20710 -6.69409 -7.96637

Löwdin atomic charge list, values in e, 99 entries:
1. C -0.102
2. C -0.258
3. C -0.234
4. C -0.224
5. C -0.206
6. C -0.217
7. C -0.213
8. C -0.176
9. B -0.015
10. B -0.621
11. O 0.146
12. O 0.137
13. H 0.068
14. H 0.055
15. H 0.067
16. H 0.099
17. H 0.101
18. H 0.113
19. H 0.111
20. H 0.108
21. H 0.114
22. H 0.115
23. H 0.110
24. H 0.130
25. H 0.094
26. H 0.114
27. H 0.116
28. H 0.107
29. H 0.097
30. H 0.060
31. H 0.108
32. H 0.086
33. C -0.064
34. C -0.206
35. O 0.035
36. C -0.609
37. O 0.128
38. O -0.002
39. C -0.025
40. H 0.082
41. H 0.081
42. H 0.076
43. H 0.122
44. H 0.122
45. H 0.107
46. H 0.092
47. H 0.084
48. C -0.048
49. C -0.211
50. O 0.038
51. C -0.614
52. O 0.120
53. O -0.002
54. C -0.031
55. H 0.086
56. H 0.070
57. H 0.079
58. H 0.120
59. H 0.099
60. H 0.095
61. H 0.099
62. H 0.088
63. C -0.056
64. C -0.196
65. O 0.015
66. C -0.611
67. O 0.117
68. O 0.005
69. C -0.035
70. H 0.079
71. H 0.083
72. H 0.076
73. H 0.120
74. H 0.121
75. H 0.096
76. H 0.098
77. H 0.093
78. C -0.060
79. C -0.199
80. O 0.020
81. C -0.607
82. O 0.126
83. O -0.009
84. C -0.026
85. H 0.083
86. H 0.081
87. H 0.077
88. H 0.124
89. H 0.122
90. H 0.080
91. H 0.101
92. H 0.099
93. C -0.066
94. C -0.211
95. O 0.032
96. C -0.613
97. O 0.118
98. O 0.008
99. C -0.030

=====

(3)
# C13H25Cl3NO4P2Ru

A molecular structure, C13H25Cl3NO4P2Ru (wB97M-V/def2-TZVPD, the OMol25 dataset).

Calculated values
multiplicity = 5
E_tot = -3023.82454 Ha
M = 528.7 g mol⁻¹
Kohn-Sham gap (spin up / spin down) = 7.1 / 5.8 eV
charge = +1
ΔE to the lowest compared entry with this formula, charge and spin = 88.2 kJ/mol
expectation value of S² = 6.01

Geometry (Å):
C: 0.95267 -1.26895 -4.15657
C: 1.03643 -0.87283 -2.79595
N: -0.12529 -0.85612 -2.05301
C: -1.31895 -1.13447 -2.61730
C: -1.44540 -1.50250 -3.96504
C: -0.28534 -1.57782 -4.73557
C: 2.28057 -0.28626 -2.18488
P: 2.11814 -0.06615 -0.38195
Ru: -0.07465 -0.16887 -0.02488
P: -2.34103 -0.03169 -0.18058
C: -2.57291 -0.96367 -1.76583
O: 2.16352 2.16251 -3.00764
O: -0.20642 2.18994 -2.30404
H: 1.89716 -1.23992 -4.73544
H: -2.43766 -1.63834 -4.38424
H: -0.32041 -1.91122 -5.77265
C: 2.89479 -1.47541 0.39284
C: 3.10185 1.40067 0.06649
H: -3.37630 -0.46324 -2.32621
H: -2.96841 -1.94988 -1.47778
H: 2.26254 0.98892 -2.48293
H: 3.15667 -0.77655 -2.60544
C: -3.26142 -0.85528 1.10577
C: -3.03064 1.60907 -0.40592
H: -0.50614 1.58366 -1.49392
H: -0.39441 3.09903 -2.11784
H: 1.05783 2.20512 -2.83617
H: 2.60422 1.96469 -3.84514
H: -0.27349 -1.66870 0.41371
H: -0.31365 1.47582 0.07500
H: 3.93548 -1.57422 0.07828
H: 2.78423 -1.26012 1.46446
H: 2.28692 -2.33092 0.08660
H: 4.18636 1.24816 -0.04865
H: 2.81968 2.30090 -0.50281
H: 2.89690 1.57586 1.13031
H: -4.06673 1.49348 -0.72247
H: -2.96370 2.11050 0.56630
H: -2.43765 2.15301 -1.15280
H: -4.32250 -0.77058 0.87748
H: -2.94538 -1.90127 1.15364
H: -3.01776 -0.33649 2.03662
Cl: 0.80504 2.67522 4.63047
C: -0.13408 1.18016 4.30065
Cl: 0.12076 -0.01114 5.61626
Cl: -1.87006 1.59190 4.19162
C: 0.45363 0.51440 2.91082
O: 1.67144 0.34290 2.90593
O: -0.48127 0.26329 2.07713

In elementary charge units, the Löwdin charges are:
1. C -0.004
2. C -0.290
3. N -0.074
4. C -0.307
5. C -0.011
6. C -0.022
7. C -0.289
8. P 0.725
9. Ru 0.929
10. P 0.732
11. C -0.240
12. O -0.093
13. O -0.054
14. H 0.130
15. H 0.123
16. H 0.123
17. C -0.230
18. C -0.207
19. H 0.102
20. H 0.107
21. H 0.030
22. H 0.100
23. C -0.223
24. C -0.225
25. H 0.011
26. H 0.084
27. H 0.062
28. H 0.092
29. H 0.020
30. H 0.043
31. H 0.070
32. H 0.043
33. H 0.047
34. H 0.072
35. H 0.050
36. H 0.040
37. H 0.064
38. H 0.069
39. H 0.034
40. H 0.065
41. H 0.065
42. H 0.035
43. Cl 0.578
44. C -1.462
45. Cl 0.589
46. Cl 0.562
47. C -0.747
48. O -0.023
49. O -0.294

=====

(4)
# C18H24Cl2N11PmS2

A molecular structure, C18H24Cl2N11PmS2 (wB97M-V/def2-TZVPD, the OMol25 dataset).

Calculated values
multiplicity = 5
E_tot = -3627.27100 Ha
M = 674.5 g mol⁻¹
Kohn-Sham gap (spin up / spin down) = 6.6 / 6.7 eV
charge = +2
ΔE to the lowest compared entry with this formula, charge and spin = 106.1 kJ/mol
expectation value of S² = 6.01

Geometry (Å):
Pm: -1.18840 0.22810 0.26738
C: 0.89058 -3.36582 4.85518
C: 1.86585 -2.22130 4.62257
N: 1.24778 -0.95566 4.09934
C: 0.68996 -0.78442 2.91931
S: 0.36408 0.87988 2.48206
N: 0.41733 -1.90168 2.25007
N: -0.00091 -1.74321 0.97639
C: -0.03383 -2.84640 0.26812
C: 0.35110 -4.14030 0.82517
C: -0.16190 -2.60757 -1.19987
C: -0.02057 -3.57760 -2.18117
C: 0.01613 -3.20690 -3.49451
C: -0.32905 -1.91556 -3.89472
C: -0.52250 -1.05383 -2.85019
N: -0.46627 -1.35579 -1.55197
H: 1.30497 -4.20323 5.37503
H: 0.51126 -3.62538 3.88416
H: 0.06940 -2.89224 5.32737
H: 2.53444 -2.53690 3.77234
H: 2.48318 -1.93966 5.50664
H: 1.38880 -0.07444 4.60612
H: -0.21085 -4.44559 1.72128
H: 1.43237 -4.19597 1.10760
H: 0.19264 -4.94169 0.10845
H: 0.20346 -4.61670 -1.94643
H: 0.30514 -3.90190 -4.24080
H: -0.26515 -1.54276 -4.91216
H: -0.69009 -0.03137 -3.06037
Cl: -4.10077 -0.99907 0.06660
C: -3.99635 -1.26033 1.81975
Cl: -2.50677 -0.54502 2.59260
H: -3.92936 -2.30929 1.87808
H: -4.90800 -0.85542 2.27943
N: -2.63356 5.07080 1.72174
N: -3.00225 4.00732 0.86561
N: -4.00320 4.18661 -0.01867
C: -4.01734 3.00468 -0.61261
N: -3.10441 2.17578 -0.09130
N: -2.46823 2.82563 0.85005
H: -3.30643 5.82448 1.54226
H: -2.79540 4.84018 2.70287
H: -4.67888 2.76797 -1.45053
N: 4.68143 3.90125 -3.28360
C: 3.60156 3.33796 -3.84967
S: 3.47186 3.13170 -5.46103
C: 2.55353 2.74048 -2.90769
C: 2.83717 2.15081 -1.69163
C: 1.78984 1.53427 -0.99089
N: 0.51417 1.61537 -1.32749
C: 0.23124 2.29218 -2.48197
C: 1.19986 2.82768 -3.29416
H: 5.37634 4.23647 -3.95444
H: 4.83782 3.89071 -2.28429
H: 3.84516 2.21186 -1.29268
H: 2.01370 1.07554 -0.03653
H: -0.82471 2.51395 -2.68488
H: 0.94304 3.32138 -4.24728

In elementary charge units, the Löwdin charges are:
1. Pm 1.392
2. C -0.074
3. C -0.189
4. N -0.010
5. C -0.849
6. S 0.522
7. N -0.018
8. N -0.160
9. C -0.249
10. C -0.019
11. C -0.209
12. C 0.019
13. C -0.008
14. C 0.005
15. C -0.128
16. N -0.041
17. H 0.081
18. H 0.031
19. H 0.066
20. H 0.125
21. H 0.132
22. H 0.126
23. H 0.097
24. H 0.126
25. H 0.073
26. H 0.128
27. H 0.121
28. H 0.132
29. H 0.080
30. Cl 0.568
31. C -0.839
32. Cl 0.568
33. H 0.021
34. H 0.066
35. N 0.153
36. N -0.234
37. N 0.167
38. C -0.172
39. N -0.112
40. N 0.018
41. H 0.116
42. H 0.114
43. H 0.135
44. N 0.094
45. C -0.837
46. S 0.746
47. C -0.197
48. C 0.020
49. C -0.138
50. N -0.062
51. C -0.136
52. C -0.021
53. H 0.117
54. H 0.109
55. H 0.123
56. H 0.081
57. H 0.118
58. H 0.116

=====

Question: Number 4 is which compound?
Answer: C18H24Cl2N11PmS2